No. 1
Here is a gas-phase ion, C8H18NO2S (charge +1) from OMol25. Energies are from ωB97M-V/def2-TZVPD.

Geometry as XYZ:
```
30
Properties=species:S:1:pos:R:3:lowdin_charge:R:1
C 3.2236 -0.2174 -0.5225 -0.1624
C 2.8606 -0.3256 0.9325 -0.2274
C 2.3832 0.9546 -1.0209 -0.2149
C 1.5022 -0.8724 1.1925 -0.1690
C 1.1265 0.3880 -1.5564 -0.1430
C -3.3530 0.7141 0.6630 -0.0013
C -3.4305 -1.2476 -0.7828 -0.0125
C -2.5670 -0.5282 0.2192 -0.3759
N 0.5362 0.2849 1.1978 -0.1808
O -0.4635 2.5128 0.2050 -0.3538
O -1.3373 -0.2147 -0.4413 -0.2453
S -0.1781 0.7489 -0.2004 1.0928
H 4.3573 -0.0977 -0.5418 0.1519
H 2.8526 -1.2217 -0.9771 0.1499
H 3.4950 -1.0695 1.3017 0.1100
H 2.8447 0.5804 1.4831 0.1188
H 2.0293 1.5719 -0.1706 0.1012
H 2.9031 1.6103 -1.7188 0.1402
H 1.0290 -1.5625 0.4979 0.1266
H 1.4684 -1.0734 2.3066 0.1589
H 0.6990 0.8487 -2.4173 0.1112
H 1.1271 -0.6586 -1.6405 0.0815
H -3.4015 1.4212 -0.0354 0.0552
H -2.9552 1.1308 1.5573 0.0943
H -4.2921 0.3707 0.7699 0.0613
H -3.8932 -0.4677 -1.4054 0.1034
H -4.2261 -1.6814 -0.2440 0.0872
H -2.8380 -1.8658 -1.4958 0.1101
H -2.3919 -1.0570 1.0694 0.1191
H 0.8896 1.0240 1.7751 0.1127
```

Calculated values
ΔE to the lowest compared entry with this formula, charge and spin ... 88.9 kcal per mole
Maximum force ... 7.292 eV/A
LUMO energy ... -0.1515 Eh
SMILES ... CC(C)O[S@@]1(=O)=[NH+]CCCCC1
Net charge ... +1
Highest occupied orbital energy ... -14.43 eV

---

No. 2
Here is 16 unconnected molecules or ions with the total composition C95H222N14O16 from OMol25. Energies are from ωB97M-V/def2-TZVPD.

Geometry as XYZ:
```
347
Properties=species:S:1:pos:R:3:lowdin_charge:R:1
C 6.4969 -9.6258 0.1723 -0.0459
C 6.1046 -8.5431 1.2571 -0.4057
C 4.5863 -8.2307 1.3867 -0.1837
O 4.0298 -7.8872 0.0912 -0.2167
C 2.6300 -7.7107 0.1150 -0.1054
N 6.5214 -9.0506 2.5630 0.0252
H 6.4062 -9.2100 -0.7937 0.0535
H 5.9425 -10.5259 0.3606 0.0680
H 7.5081 -9.9466 0.3870 0.0623
H 6.5858 -7.5958 0.9126 0.1330
H 4.5054 -7.4260 2.1589 0.0900
H 3.9636 -9.0785 1.7353 0.1304
H 2.2385 -7.5207 -0.8285 0.0555
H 2.5425 -6.8031 0.8010 0.0965
H 2.0918 -8.5634 0.5493 0.0877
H 5.9639 -8.6656 3.3319 0.0665
H 7.4926 -8.8005 2.6820 0.0707
C -1.8981 9.2120 2.9998 -0.0630
C -0.4258 8.8929 3.2168 -0.4290
C 0.3883 9.0233 1.9647 -0.2611
O 0.0472 7.9938 1.1089 -0.1914
C 0.8629 7.7399 -0.0352 -0.0742
N 0.0820 9.7450 4.3424 0.0235
H -2.5057 8.3792 2.5881 0.0856
H -1.9687 10.0665 2.3542 0.0693
H -2.3455 9.4251 3.9625 0.0703
H -0.3595 7.8429 3.6014 0.1321
H 1.4291 9.0474 2.2126 0.1084
H 0.1871 9.9915 1.4637 0.1349
H 0.4071 6.9384 -0.6059 0.0709
H 1.9204 7.5478 0.2929 0.0977
H 0.8745 8.6747 -0.5925 0.0821
H -0.3841 10.6713 4.4053 0.0767
H 1.0884 9.9054 4.2124 0.0625
C -4.8958 0.6983 -3.7879 -0.0639
C -4.1798 0.4498 -5.0914 -0.4208
C -2.9056 1.1661 -5.1218 -0.2083
O -2.3699 1.0778 -6.4358 -0.1739
C -1.1785 1.7359 -6.6061 -0.1238
N -4.0128 -1.0075 -5.3314 0.0569
H -5.0484 1.7674 -3.7168 0.0393
H -4.2706 0.4011 -2.9485 0.0642
H -5.8473 0.1825 -3.5636 0.0792
H -4.8503 1.0123 -5.8110 0.1561
H -2.1968 0.6149 -4.4608 0.1205
H -2.8362 2.1976 -4.7833 0.1064
H -0.8761 1.8229 -7.6350 0.0889
H -0.3658 1.2010 -6.1071 0.0913
H -1.2889 2.7762 -6.3005 0.0670
H -4.9349 -1.4331 -5.5676 0.1071
H -3.3197 -1.2451 -6.0833 0.0896
C -1.2460 5.7960 -3.4255 -0.0510
C -2.0180 6.0789 -4.6812 -0.3923
C -1.0632 6.2837 -5.8782 -0.1545
O -1.8363 6.4237 -7.1221 -0.2017
C -1.1170 6.8957 -8.2030 -0.1475
N -2.8847 4.9338 -4.9958 0.0553
H -0.9029 4.7501 -3.4434 0.0733
H -1.8971 5.9837 -2.5548 0.0969
H -0.3312 6.4260 -3.3952 0.0786
H -2.5980 6.9674 -4.6277 0.1339
H -0.2892 5.5587 -5.9831 0.0950
H -0.5054 7.2541 -5.8332 0.1298
H -1.6613 7.5292 -8.9499 0.1027
H -0.5840 6.0748 -8.7289 0.0936
H -0.3230 7.5336 -7.8265 0.0680
H -3.3822 4.9648 -5.9010 0.1124
H -2.1859 4.2223 -5.2026 0.0541
C -7.9078 2.6115 3.4532 -0.0527
C -7.8903 3.6519 2.3373 -0.4574
C -7.3942 3.1850 1.0536 -0.2156
O -5.9454 3.2530 0.9462 -0.1923
C -5.4560 3.0480 -0.3938 -0.0662
N -9.2861 4.1395 2.1885 0.0226
H -7.9490 2.9521 4.4472 0.0569
H -7.0101 1.9860 3.3830 0.0761
H -8.7106 1.9148 3.3556 0.0709
H -7.2362 4.4564 2.6942 0.1400
H -7.8334 3.8497 0.3210 0.1142
H -7.8649 2.2248 0.7861 0.1216
H -4.4123 3.2035 -0.4944 0.0639
H -6.0277 3.7902 -1.0049 0.0907
H -5.6752 2.0589 -0.7960 0.0774
H -9.2459 5.0670 1.7126 0.0832
H -9.5999 4.3882 3.1565 0.0870
C -0.9171 0.9805 4.6660 -0.0703
C -0.7410 0.8484 6.1402 -0.4942
C 0.7538 0.8742 6.5002 -0.2470
O 0.8085 0.5647 7.8071 -0.1762
C 2.0839 0.3479 8.3779 -0.0764
N -1.4120 1.8957 6.7708 0.0716
H -2.0189 0.8479 4.4435 0.1042
H -0.3675 0.2364 4.1466 0.0449
H -0.6917 1.9630 4.3341 0.0522
H -1.1431 -0.1720 6.3198 0.1392
H 1.0201 1.9677 6.3335 0.1498
H 1.3000 0.1183 5.9072 0.1124
H 2.5413 -0.5597 7.9841 0.0726
H 1.9072 0.1630 9.4548 0.1028
H 2.7662 1.1248 8.2174 0.0667
H -1.4858 1.8164 7.7520 0.0713
H -2.2976 1.9573 6.2564 0.0918
C -1.6785 -5.7362 1.0552 -0.0640
C -2.2624 -6.2739 2.3275 -0.4100
C -2.1676 -7.7938 2.3176 -0.1737
O -2.6183 -8.2930 3.5503 -0.1707
C -3.9483 -8.4658 3.7093 -0.1503
N -1.5431 -5.6814 3.4705 0.0700
H -1.6327 -4.6431 1.0028 0.0704
H -2.1984 -6.1521 0.2350 0.0603
H -0.5739 -5.9694 0.9701 0.0983
H -3.3234 -5.9772 2.3624 0.1209
H -1.1505 -8.0919 2.2987 0.1183
H -2.6725 -8.2564 1.4684 0.1365
H -4.4307 -9.0916 2.9542 0.0934
H -4.5098 -7.5590 3.6101 0.0686
H -4.1452 -8.8057 4.7248 0.0986
H -1.7900 -4.7061 3.6814 0.0782
H -1.7677 -6.1322 4.3401 0.0881
C -7.2823 3.5420 -4.4118 -0.1042
C -6.0443 4.3746 -4.5012 -0.3333
O -4.9641 3.7173 -3.8235 -0.1416
H -8.1404 4.0824 -4.7754 0.0693
H -7.4845 3.3219 -3.3511 0.0777
H -7.1333 2.6067 -4.9526 0.0707
H -6.3638 5.3627 -4.0648 0.1184
H -5.8099 4.5370 -5.5888 0.1177
H -4.1814 4.1697 -4.1874 -0.0024
C -1.6206 4.5713 4.0838 -0.0836
C -3.0624 4.4485 3.7723 -0.2772
O -3.3379 3.1040 3.2946 -0.0921
H -1.3305 4.1266 5.0307 0.0636
H -1.3745 5.6247 4.0679 0.0634
H -1.0228 4.0529 3.3412 0.0600
H -3.3493 5.1440 2.9144 0.1344
H -3.6900 4.6232 4.6115 0.0982
H -4.1913 3.1316 2.9183 0.0334
C -0.7758 3.4251 -0.0362 -0.0241
C -0.7487 2.0704 -0.6434 -0.4698
C 0.6782 1.7283 -1.0195 -0.1305
C 0.9332 0.2221 -1.3118 -0.1473
C 0.4864 -0.5780 -0.1327 -0.1514
C -0.9906 -0.3924 0.2750 -0.4162
N -1.1317 1.1186 0.4738 -0.0590
O -2.4939 1.3515 0.8335 -0.0644
C -1.9913 -0.9759 -0.7409 -0.0300
C -1.2796 -1.0230 1.6990 -0.0084
C -1.5935 1.8644 -1.9913 0.0160
H -1.7933 3.6646 0.3883 0.1019
H -0.4246 4.1595 -0.7961 0.0819
H -0.0286 3.4190 0.7778 0.0686
H 0.9221 2.3359 -1.9062 0.1030
H 1.3365 1.9832 -0.1172 0.1118
H 2.0105 0.0901 -1.3349 0.1000
H 0.4629 -0.1736 -2.2190 0.0994
H 1.1043 -0.2597 0.7096 0.0911
H 0.7087 -1.6429 -0.2485 0.1046
H -1.5588 -0.8635 -1.7273 0.0542
H -2.0758 -2.0545 -0.5209 0.0615
H -3.0170 -0.5247 -0.5698 0.0884
H -1.5777 -2.1190 1.6395 0.0762
H -0.3367 -1.1269 2.2251 0.0435
H -2.0802 -0.4702 2.2268 0.0740
H -2.4423 1.2183 -1.9019 0.0464
H -0.9581 1.4999 -2.7463 0.0517
H -2.0187 2.7916 -2.2663 0.0553
H -2.4356 1.6832 1.7476 0.0751
C 6.1403 2.7187 -2.2249 -0.0605
C 5.3928 3.9893 -2.4130 -0.5467
C 6.1967 4.9323 -3.2399 -0.1414
C 5.4439 6.1581 -3.7222 -0.2019
C 4.2797 5.7086 -4.4990 -0.1439
C 3.3456 4.7027 -3.7086 -0.5300
N 4.2013 3.5930 -3.2018 -0.0536
O 3.3718 2.6047 -2.5556 -0.0183
C 2.5414 5.2941 -2.6473 -0.0445
C 2.4089 4.1004 -4.7550 -0.0426
C 5.1560 4.4973 -0.9831 -0.0356
H 7.1859 2.8956 -1.8556 0.1107
H 6.2627 2.1204 -3.1472 0.0960
H 5.6492 2.0800 -1.5122 0.0478
H 7.1205 5.2173 -2.7805 0.1177
H 6.5027 4.3956 -4.1878 0.1490
H 6.0683 6.7084 -4.3491 0.0904
H 5.0917 6.8450 -2.8506 0.1485
H 4.6726 5.1328 -5.3586 0.1261
H 3.7081 6.5593 -4.8968 0.1249
H 1.7788 4.5724 -2.3558 0.0686
H 3.1992 5.5648 -1.7773 0.0870
H 1.9906 6.1801 -2.9142 0.0803
H 3.0527 3.5013 -5.4638 0.1041
H 1.5751 3.4966 -4.2998 0.0812
H 1.8923 4.9125 -5.4047 0.0957
H 4.5005 3.8540 -0.3259 0.0950
H 4.8429 5.5013 -0.8753 0.0433
H 6.1951 4.4343 -0.6198 0.0935
H 2.8139 3.0434 -1.9272 0.0286
C 4.6296 0.9621 3.8424 -0.0198
C 4.5024 1.5660 2.4870 -0.5352
C 3.1676 1.1670 1.7439 -0.1212
C 1.9828 1.8170 2.3858 -0.1729
C 2.2206 3.3554 2.3637 -0.0919
C 3.5535 3.8782 3.0523 -0.4896
N 4.5531 3.0044 2.4603 -0.0843
O 5.8000 3.4261 3.0361 -0.0232
C 3.8745 5.3546 2.7040 -0.0030
C 3.3845 3.7542 4.5473 -0.0370
C 5.6340 1.0747 1.6131 -0.0199
H 3.8982 1.2456 4.5510 0.0432
H 5.6539 1.1454 4.2240 0.1048
H 4.6452 -0.1249 3.6686 0.0911
H 3.3229 1.4842 0.7001 0.1118
H 3.0488 0.0795 1.7757 0.1110
H 1.8714 1.4954 3.4214 0.0987
H 1.0792 1.5519 1.8845 0.0687
H 1.4303 3.8659 2.9395 0.1086
H 2.1780 3.6655 1.3334 0.0924
H 4.7659 5.6653 3.2391 0.0805
H 4.1617 5.4221 1.6820 0.0566
H 3.0603 5.9204 3.0539 0.0674
H 3.0672 2.7843 4.8629 0.0367
H 4.2857 4.0613 5.0261 0.0778
H 2.6167 4.4344 5.0226 0.1116
H 5.4071 1.3571 0.5511 0.0844
H 5.6430 0.0071 1.6048 0.0640
H 6.5470 1.5468 1.9697 0.0874
H 6.1549 3.8488 2.2717 0.0805
C -4.5388 -2.9476 0.4240 -0.0384
C -5.6397 -2.7239 1.4583 -0.5297
C -5.5249 -1.3001 2.1066 -0.1016
C -5.9378 -0.2195 1.1085 -0.1396
C -7.3856 -0.5112 0.5835 -0.1336
C -7.4723 -1.8582 -0.0645 -0.5461
N -6.9859 -2.8428 0.8935 -0.0514
O -7.0016 -4.0894 0.1114 -0.0521
C -8.9347 -2.2259 -0.3466 -0.0277
C -6.7734 -1.7510 -1.4293 -0.0419
C -5.4645 -3.7440 2.5547 -0.0310
H -4.4311 -2.2526 -0.4338 0.0572
H -3.6170 -2.8683 0.9703 0.0485
H -4.6270 -3.9247 -0.1148 0.1022
H -6.1754 -1.3827 2.9638 0.1082
H -4.5346 -1.2463 2.5258 0.1043
H -6.0201 0.7494 1.5265 0.0647
H -5.1288 -0.1842 0.3446 0.1007
H -7.6521 0.2520 -0.1721 0.1123
H -8.1503 -0.3401 1.3666 0.1305
H -9.2967 -2.8881 0.4624 0.0923
H -8.9721 -2.8212 -1.2473 0.0749
H -9.5713 -1.3783 -0.3830 0.0699
H -7.4546 -1.1838 -2.1399 0.1022
H -6.6249 -2.6864 -1.9462 0.0802
H -5.8435 -1.1367 -1.4294 0.0633
H -4.4643 -3.5004 2.9507 0.0875
H -6.2342 -3.4683 3.3086 0.1028
H -5.4628 -4.7370 2.1917 0.0586
H -7.5244 -4.6932 0.6832 0.1155
C 3.4401 -2.8066 -0.4492 -0.0107
C 4.7473 -3.5332 -0.9189 -0.4956
C 4.2816 -4.3782 -2.1128 -0.1512
C 4.2828 -3.7606 -3.4678 -0.2093
C 5.5899 -3.0681 -3.7275 -0.1305
C 5.8617 -1.9391 -2.6759 -0.4881
N 5.8040 -2.6243 -1.3471 -0.0521
O 5.9770 -1.6198 -0.3050 -0.0544
C 7.2988 -1.4541 -2.7730 -0.0404
C 4.9399 -0.7366 -2.8845 -0.0221
C 5.2990 -4.4812 0.1327 -0.0211
H 3.0095 -2.1777 -1.2679 0.0820
H 3.7164 -2.0834 0.3568 0.0796
H 2.7763 -3.5110 -0.0251 0.0636
H 4.9034 -5.2689 -2.1975 0.1211
H 3.2747 -4.7939 -1.8999 0.1158
H 3.5101 -3.0065 -3.5956 0.0702
H 4.2013 -4.5222 -4.2979 0.1375
H 5.6999 -2.6181 -4.7463 0.1386
H 6.4090 -3.7840 -3.5759 0.1177
H 7.6257 -0.9065 -1.9128 0.0668
H 7.9153 -2.3598 -2.9059 0.0911
H 7.5241 -0.7263 -3.5359 0.0757
H 3.9127 -1.0166 -3.2089 0.0781
H 4.8981 -0.0876 -2.0317 0.0613
H 5.3220 -0.2070 -3.7468 0.0771
H 6.1920 -4.9466 -0.2498 0.0807
H 4.5908 -5.2998 0.3044 0.0702
H 5.5614 -3.9822 1.0659 0.0826
H 6.8154 -1.7783 0.1333 0.0963
C -0.1155 -2.8601 4.6217 -0.0209
C 1.3320 -3.4231 4.6553 -0.4841
C 1.8860 -3.1749 6.0634 -0.1472
C 3.2151 -3.8454 6.3651 -0.1659
C 3.0040 -5.3542 6.0753 -0.1553
C 2.5798 -5.6395 4.6665 -0.4784
N 1.3478 -4.8779 4.3768 -0.0884
O 1.0671 -5.0996 3.0468 -0.0876
C 3.8444 -5.4647 3.7421 -0.0349
C 2.1299 -7.1801 4.5597 -0.0075
C 2.1155 -2.5422 3.7108 -0.0318
H -0.7900 -3.4758 5.2209 0.0848
H -0.4900 -2.8424 3.6391 0.0354
H -0.3197 -1.9266 5.1075 0.0592
H 1.8846 -2.0592 6.2409 0.1105
H 1.1535 -3.7457 6.7118 0.1382
H 3.4627 -3.6912 7.4120 0.1084
H 3.9772 -3.4100 5.7128 0.0968
H 2.2228 -5.7149 6.7832 0.1310
H 3.9098 -5.8791 6.2803 0.1063
H 4.4100 -4.5007 4.0001 0.0857
H 4.6372 -6.1652 3.9953 0.0636
H 3.5179 -5.5974 2.7034 0.0575
H 1.7778 -7.4076 3.5300 0.0749
H 3.0022 -7.8169 4.8602 0.0908
H 1.3731 -7.3382 5.2631 0.0484
H 2.1837 -1.5670 4.1425 0.0589
H 1.7118 -2.4300 2.7133 0.0699
H 3.2066 -2.8480 3.6079 0.0911
H 0.2178 -5.6405 3.0163 0.0624
C -2.2261 -4.2288 -2.6835 -0.0307
C -0.8473 -4.0173 -3.3444 -0.4536
C -0.2912 -5.3380 -3.8970 -0.1465
C 0.8812 -5.1844 -4.8273 -0.1954
C 0.5560 -4.2699 -5.9883 -0.1330
C -0.0467 -2.9079 -5.5369 -0.4092
N -1.2030 -3.0762 -4.5021 -0.0632
O -1.5300 -1.8014 -4.0866 -0.0754
C 1.1337 -2.0757 -4.9395 -0.0291
C -0.5946 -2.1581 -6.7904 -0.0326
C 0.1974 -3.5318 -2.3144 -0.0207
H -2.1325 -4.8825 -1.8146 0.0638
H -2.8980 -4.7646 -3.3318 0.0744
H -2.7374 -3.2958 -2.4347 0.0709
H 0.0469 -5.9808 -3.0806 0.1231
H -1.1707 -5.7903 -4.3880 0.1251
H 1.1920 -6.1751 -5.1686 0.1189
H 1.6854 -4.8062 -4.2212 0.0701
H -0.1203 -4.8232 -6.6341 0.1138
H 1.4543 -4.0220 -6.6002 0.1286
H 1.8348 -1.7348 -5.6726 0.0800
H 0.7662 -1.1141 -4.5808 0.0708
H 1.6579 -2.5574 -4.1488 0.0276
H -1.3769 -2.6642 -7.3317 0.0747
H -0.8655 -1.1251 -6.6105 0.0511
H 0.1355 -2.1369 -7.6021 0.0816
H -0.1923 -3.9072 -1.3284 0.0951
H 0.2012 -2.4670 -2.2142 0.0423
H 1.2294 -3.8800 -2.5049 0.0613
H -2.4133 -1.6089 -4.4223 0.0380
```

Calculated values
Maximum force ... 3.865 eV/A
LUMO energy ... 0.0153 Eh
Highest occupied orbital energy ... -8.15 eV

---

No. 3
Here is a molecular structure, C3H3MnNO3 from OMol25. Energies are from ωB97M-V/def2-TZVPD.

Geometry as XYZ:
```
11
Properties=species:S:1:pos:R:3:lowdin_spin:R:1
O 2.0966 -2.3318 -2.2487 0.0071
C 1.6068 -1.9282 -1.2989 0.0358
Mn 0.0437 -0.0816 0.0522 4.2075
C -1.3235 -0.3472 -1.0076 0.0924
C 1.0376 1.2664 -0.4803 0.0988
O -2.2393 -0.5284 -1.7776 0.2046
O 1.7138 2.1653 -0.8877 0.1863
N -0.6139 0.3383 1.7016 0.1182
H 0.0879 0.5656 2.3561 0.0177
H -1.2347 -0.3366 2.0586 0.0176
H -1.1752 1.2181 1.5324 0.0140
```

Calculated values
ΔE to the lowest compared entry with this formula, charge and spin ... 37.6 kcal per mole
Maximum force ... 17.349 eV/A
LUMO energy (spin up / spin down) ... -0.3974 / -0.4742 Eh
Spin multiplicity ... 6
Net charge ... +2
Highest occupied orbital energy (spin up / spin down) ... -21.06 / -22.72 eV

---

No. 4
Here is 2 unconnected molecules or ions with the total composition C6H12O from OMol25. Energies are from ωB97M-V/def2-TZVPD.

Geometry as XYZ:
```
19
Properties=species:S:1:pos:R:3:lowdin_spin:R:1
C -0.4694 2.1107 -0.4711 0.0200
C -0.8032 0.6796 -0.2773 0.1167
C -2.0233 0.3251 0.2977 0.4059
C -0.2230 -1.6184 -0.7711 0.3113
C 0.1562 -0.3142 -0.6395 0.0554
C 1.5944 0.0917 -0.7385 0.0047
H 0.1622 2.4674 0.3608 0.0048
H 0.1066 2.2742 -1.3808 0.0055
H -1.3658 2.7203 -0.4837 0.0006
H -2.1531 -0.6462 0.7376 0.0167
H -2.7978 1.0664 0.3276 0.0184
H 0.5548 -2.3400 -1.0313 0.0126
H -1.2330 -1.9173 -0.5670 0.0133
H 1.8448 0.7157 0.1183 -0.0006
H 2.2003 -0.8159 -0.6601 0.0020
H 1.8446 0.6018 -1.6686 0.0014
H 0.5118 -2.0367 1.5886 0.0041
H 1.4526 -1.8167 2.8542 0.0001
O 0.6401 -1.5476 2.4044 0.0073
```

Calculated values
ΔE to the lowest compared entry with this formula, charge and spin ... 11.9 kcal per mole
Maximum force ... 0.868 eV/A
LUMO energy (spin up / spin down) ... -0.1960 / -0.2880 Eh
Spin multiplicity ... 2
Net charge ... +1
Highest occupied orbital energy (spin up / spin down) ... -14.93 / -15.09 eV